1.
An isolated molecule of CH2FNO in a non-equilibrium geometry, computed with wB97M-V/def2-TZVPD.

Properties
- ΔE to the lowest compared entry with this formula, charge and spin (kcal per mole) = 74.99
- SMILES = O=CNF
- HOMO energy (eV) = -10.7
- Kohn-Sham gap (eV) = 11.5

The geometry in ORCA input format:
```
! wB97M-V def2-TZVPD RIJCOSX def2/J DEFGRID3
* xyz 0 1
O -0.671 -1.591 0.030
C 0.146 -0.693 0.120
N 0.003 0.675 0.102
F -1.225 1.321 0.067
H 1.296 -1.000 0.229
H 0.451 1.288 -0.548
*
```

The Mulliken scheme yields these atomic charges, measured in e: -0.451 0.175 -0.074 -0.174 0.253 0.272

---

2.
A structure of composition C24H51ClN7O7RbSi2, computed with wB97M-V/def2-TZVPD.

Properties
- ΔE to the lowest compared entry with this formula, charge and spin (kcal per mole) = 3.57
- HOMO energy (eV) = -1.4
- Kohn-Sham gap (eV) = 5.1

The geometry in ORCA input format:
```
! wB97M-V def2-TZVPD RIJCOSX def2/J DEFGRID3
* xyz -2 1
Rb 0.326 0.000 0.340
C 0.500 1.964 -3.317
C 1.395 2.966 -2.564
N 1.524 2.634 -1.172
C 2.840 2.612 -0.589
C 3.685 1.433 -1.102
N 2.942 0.196 -1.119
C 2.951 -0.545 -2.351
C 2.155 0.149 -3.468
N 0.856 0.602 -3.032
H -0.532 2.106 -2.986
H 0.534 2.223 -4.398
H 2.392 2.963 -3.017
H 0.991 3.981 -2.731
H 0.811 3.027 -0.580
H 3.410 3.549 -0.756
H 2.710 2.504 0.489
H 4.040 1.658 -2.116
H 4.584 1.359 -0.472
H 3.136 -0.414 -0.320
H 3.970 -0.747 -2.741
H 2.500 -1.518 -2.143
H 2.726 1.013 -3.824
H 2.090 -0.540 -4.326
H 0.113 -0.066 -3.184
N 2.571 0.332 2.475
N 3.774 -0.403 2.603
C 3.859 -1.652 1.879
O 4.696 -2.439 2.344
O 3.121 -1.775 0.880
H 2.721 1.306 2.716
H 1.833 -0.037 3.076
H 4.063 -0.572 3.565
O 0.951 2.988 2.292
Cl -0.465 2.822 2.093
O -1.201 3.727 2.929
O -0.841 1.457 2.385
O -0.781 3.096 0.699
C -3.007 -4.120 3.326
Si -2.507 -2.480 2.487
C -0.664 -2.325 2.873
C -3.326 -1.136 3.536
C -3.039 -2.546 0.727
C -2.271 -3.407 -0.115
C -2.845 -4.316 -1.059
C -2.059 -5.115 -1.845
C -0.667 -5.067 -1.713
C -0.169 -4.180 -0.776
N -0.909 -3.371 -0.028
Si -4.697 -2.041 0.165
C -5.318 -0.428 0.939
C -4.786 -1.680 -1.701
C -6.125 -3.268 0.511
H -2.701 -4.170 4.373
H -2.551 -4.958 2.799
H -4.089 -4.254 3.276
H -0.479 -2.645 3.902
H -0.304 -1.300 2.788
H -0.070 -2.944 2.206
H -2.952 -1.243 4.557
H -4.411 -1.212 3.577
H -3.061 -0.138 3.191
H -3.921 -4.396 -1.126
H -2.521 -5.798 -2.553
H -0.008 -5.681 -2.310
H 0.903 -4.092 -0.620
H -4.511 0.299 0.991
H -5.717 -0.556 1.943
H -6.118 -0.020 0.315
H -4.449 -0.660 -1.889
H -5.814 -1.766 -2.060
H -4.161 -2.338 -2.298
H -6.155 -3.518 1.572
H -6.006 -4.202 -0.039
H -7.092 -2.837 0.236
C -5.168 2.974 -1.852
C -3.917 3.188 -0.990
C -4.319 3.439 0.464
C -3.085 4.355 -1.533
C -3.113 1.957 -1.094
N -2.533 0.995 -1.316
H -5.806 3.854 -1.775
H -5.728 2.105 -1.509
H -4.902 2.824 -2.898
H -4.911 4.355 0.499
H -3.448 3.563 1.098
H -4.923 2.620 0.849
H -3.687 5.265 -1.493
H -2.791 4.176 -2.568
H -2.194 4.496 -0.929
O -1.352 -1.454 -2.576
H -1.246 -2.178 -1.946
H -1.935 -0.828 -2.125
*
```

Atomic partial charges in e from the Mulliken method, atoms 1 to 8: 0.419 -0.628 -0.988 0.533 -0.559 -0.958 0.751 -0.944

---

3.
A structure of composition C17H19ClN4O5S7SbW in a non-equilibrium geometry, computed with wB97M-V/def2-TZVPD.

Properties
- ΔE to the lowest compared entry with this formula, charge and spin (kcal per mole) = 31.76
- HOMO energy (alpha / beta) (eV) = -1.8 / -1.9
- <S²> = 3.788
- Kohn-Sham gap (alpha / beta) (eV) = 5.6 / 4.2

The geometry in ORCA input format:
```
! wB97M-V def2-TZVPD RIJCOSX def2/J DEFGRID3
* xyz -2 4
W 0.759 -0.144 -0.090
S 1.147 -0.315 -2.594
C 0.009 0.628 -3.429
C -0.010 0.541 -4.868
N -0.043 0.460 -6.017
C -0.882 1.456 -2.759
S -0.873 1.573 -1.065
C -1.874 2.227 -3.464
N -2.702 2.831 -3.994
S 4.971 -0.191 -2.557
Sb 4.228 -0.257 -0.406
S 2.510 1.524 -0.192
S 2.346 -1.873 -0.421
N -0.752 -1.597 -0.189
C -1.718 -2.236 -0.122
N -2.686 -3.036 0.259
C -3.863 -3.292 -0.552
C -4.379 -4.676 -0.183
O -4.635 -4.780 1.206
C -3.448 -4.560 1.962
C -2.886 -3.174 1.706
H -3.592 -3.254 -1.607
H -4.633 -2.537 -0.349
H -3.640 -5.431 -0.484
H -5.322 -4.877 -0.692
H -2.698 -5.318 1.704
H -3.723 -4.672 3.010
H -1.926 -3.024 2.205
H -3.591 -2.407 2.046
O 2.559 -2.665 3.334
Cl 1.469 -1.753 3.157
O 0.349 -2.428 2.526
O 1.073 -1.209 4.423
O 1.925 -0.636 2.289
S -0.649 0.732 1.768
C -0.300 2.344 2.384
C -0.704 2.599 3.700
C -0.548 3.851 4.265
C 0.023 4.885 3.533
C 0.432 4.636 2.231
C 0.274 3.385 1.660
H -1.124 1.785 4.278
H -0.862 4.017 5.289
H 0.154 5.865 3.974
H 0.887 5.426 1.645
H 0.602 3.216 0.645
C -4.053 1.765 0.767
S -4.072 0.052 0.224
C -4.593 0.285 -1.487
H -3.422 2.347 0.097
H -3.591 1.773 1.753
H -5.058 2.182 0.819
H -5.675 0.368 -1.585
H -4.242 -0.566 -2.070
H -4.116 1.177 -1.891
*
```

Atomic partial charges in e from the Mulliken method, atoms 1 to 8: 0.550 -0.005 0.638 -0.146 -0.564 0.317 -0.039 -0.164

---

4.
A structure of composition C5H12O2, computed with wB97M-V/def2-TZVPD.

Properties
- ΔE to the lowest compared entry with this formula, charge and spin (kcal per mole) = 119.67
- HOMO energy (eV) = -7.7
- Kohn-Sham gap (eV) = 8.5

The geometry in ORCA input format:
```
! wB97M-V def2-TZVPD RIJCOSX def2/J DEFGRID3
* xyz 0 1
C 1.455 -0.198 -1.556
O 0.605 -0.548 -0.464
C -1.043 0.275 -0.689
C 0.242 -1.936 -0.484
C -1.432 0.530 0.748
C -0.623 1.508 1.602
O 0.614 0.973 2.033
H 0.976 -0.469 -2.502
H 2.416 -0.709 -1.441
H 1.602 0.883 -1.510
H -0.585 1.220 -1.052
H -0.260 -2.141 0.462
H 1.147 -2.544 -0.573
H -0.454 -2.102 -1.310
H -1.564 -0.409 1.307
H -2.452 0.931 0.620
H -0.475 2.439 1.027
H -1.172 1.771 2.513
H 1.003 0.526 1.270
*
```

Atomic partial charges in e from the Mulliken method, atoms 1 to 8: -0.787 -0.031 -0.626 -0.804 -0.388 -0.448 -0.567 0.345

---

5.
The ion C5H13O2S with charge +1 in a non-equilibrium geometry, computed with wB97M-V/def2-TZVPD.

Properties
- HOMO energy (alpha / beta) (eV) = -9.4 / -15.8
- <S²> = 2.009
- Kohn-Sham gap (alpha / beta) (eV) = 6.4 / 6.2

The geometry in ORCA input format:
```
! wB97M-V def2-TZVPD RIJCOSX def2/J DEFGRID3
* xyz 1 3
C -2.209 -1.175 0.207
C -2.219 1.149 -0.624
C 2.414 1.248 0.895
C 1.936 -1.406 -0.061
C -1.522 -0.095 -0.576
O 1.069 0.626 -1.481
O -0.163 0.090 0.530
S 1.271 0.235 -0.110
H -2.249 -2.203 -0.200
H -1.663 -1.155 1.106
H -3.255 -0.841 0.406
H -2.348 1.495 0.460
H -3.225 1.127 -0.991
H -1.744 1.956 -1.281
H 2.903 2.037 0.219
H 3.261 0.710 1.338
H 2.059 1.836 1.772
H 3.004 -1.371 -0.507
H 1.358 -1.979 -0.634
H 2.285 -1.874 0.978
H -0.962 -0.410 -1.446
*
```

Atomic partial charges in e from the Mulliken method, atoms 1 to 8: -1.124 -1.384 -1.013 -1.087 0.339 -0.557 -0.209 1.094